# 1
91
Properties=species:S:1:pos:R:3:lowdin_charge:R:1 method="wB97M-V/def2-TZVPD" energy_ha=-5758.84112 homo_ev=-8.2 homo_lumo_gap_ha=0.030 charge=+1 lumo_ha=-0.2695
O 0.148 -9.953 2.903 -0.17
H -0.868 -4.335 3.584 0.14
C -0.078 0.235 2.059 -0.02
F -2.523 9.852 4.118 -0.14
O 2.023 2.053 -2.195 -0.37
C 6.631 1.760 -1.880 -0.31
H -2.824 -2.907 3.978 0.14
F -2.227 6.236 -2.573 0.12
O -3.452 7.161 3.036 -0.28
C 7.606 3.312 -3.525 0.08
O 1.031 -11.055 0.826 -0.17
F -0.715 6.557 -1.028 0.08
H -2.902 1.154 -0.589 0.14
O 0.791 0.312 -2.206 0.06
O -6.271 -6.297 2.329 -0.49
O -3.316 5.624 0.209 -0.29
C -5.403 -7.077 -0.972 -0.18
H -0.164 -1.739 3.595 0.10
F -1.664 8.266 -1.991 0.10
C -0.702 -1.128 2.736 0.00
H -4.834 -9.061 -0.329 0.16
O 1.037 -8.551 1.019 -0.29
H 3.576 2.910 -0.898 0.11
N 1.881 0.763 -1.843 -0.02
C -1.914 7.015 -1.498 -0.60
N 4.143 -0.296 1.623 -0.03
H 3.312 -0.786 1.182 0.07
C 1.614 2.219 0.273 -0.04
C -0.877 1.062 0.844 0.00
H 7.946 4.287 -3.849 0.14
F -1.845 10.504 2.146 0.13
H 4.192 -0.519 2.643 0.07
H 1.441 3.332 -3.813 -0.10
H -0.086 -6.349 1.953 0.11
C 6.734 0.656 -2.847 0.07
H 7.746 0.227 -5.780 0.12
C -6.535 -7.936 -2.696 -0.50
O 8.213 2.355 -5.600 0.12
C -2.029 -5.632 2.054 -0.22
N -2.466 8.003 0.791 -0.30
H 4.503 1.729 2.317 0.15
C 3.955 1.221 1.411 -0.18
C 7.245 0.860 -4.063 -0.20
C -2.732 -3.068 2.821 -0.10
O 6.180 1.601 -0.751 0.05
S -3.207 7.023 -0.211 0.61
O -1.134 -9.784 0.750 -0.20
C -2.171 -1.650 2.134 -0.05
O -5.924 -8.997 -2.091 0.08
S -3.312 8.281 2.102 0.60
H 4.538 1.472 0.428 0.08
O -4.394 7.555 -0.886 -0.27
H -5.346 -6.464 2.336 -0.19
H -4.579 -6.373 -0.827 0.13
C 1.409 0.805 2.570 -0.18
H -3.746 -3.380 2.326 0.13
O -6.140 -6.755 -2.137 0.04
H -5.008 -0.684 0.608 0.13
C 7.091 3.110 -2.310 -0.23
H -0.769 -3.750 1.768 0.06
Li 0.792 -3.523 2.218 0.80
P 0.270 -9.836 1.374 -0.10
O -4.299 -1.393 0.542 -0.07
C 2.410 2.878 -1.003 -0.12
H 6.380 -0.315 -2.528 0.14
C -2.986 -0.822 0.954 -0.09
C -4.924 -8.466 -1.242 -0.10
Na -6.330 -5.031 0.110 0.65
O -7.330 -8.032 -3.616 0.14
O -4.518 9.098 1.939 -0.26
C -1.510 -4.163 2.602 -0.15
O -3.244 -5.841 1.538 0.01
O -0.671 3.480 -0.203 0.01
H -3.966 -8.482 -1.773 0.15
C 7.731 2.203 -4.483 -0.30
Mg 2.970 3.267 -3.854 0.79
O 1.781 0.747 3.851 -0.02
C -0.049 2.394 0.262 -0.16
O 1.195 3.707 -4.672 -0.10
C 2.337 1.474 1.350 -0.03
O 6.968 4.148 -1.405 0.07
Ca -0.930 10.340 5.080 1.71
F -0.900 8.793 3.109 0.05
O 7.343 -0.173 -4.978 0.09
H 1.538 4.613 -4.639 0.02
C -2.338 0.563 0.281 0.11
H 2.073 4.003 -1.217 0.14
H 6.571 3.747 -0.601 0.11
O -1.013 -6.734 2.123 0.02
H -6.071 -7.026 -0.106 0.09
C -2.109 9.395 2.901 -0.63

# 2
60
Properties=species:S:1:pos:R:3:nbo_charge:R:1 method="wB97M-V/def2-TZVPD" energy_ha=-5789.00277 homo_ev="-3.7 / -4.1" multiplicity=2 relative_energy_kcal_mol=18.20 homo_lumo_gap_ha="0.222 / 0.236" charge=-1 lumo_ha="0.0871 / 0.0851"
H -0.746 5.504 3.178 0.21
H -2.468 3.879 2.463 0.22
C -0.613 3.451 -2.889 -0.36
H 1.953 3.301 -3.664 0.20
H -2.144 2.552 0.426 0.23
Cl -0.870 1.048 4.092 -0.58
C 4.995 0.218 -1.476 -0.23
H 4.693 3.074 -0.912 0.21
C 2.759 2.057 1.673 -0.20
C 4.377 -0.313 -4.128 -0.21
C 4.242 3.823 2.354 -0.23
C -1.509 5.508 -3.789 -0.20
P 2.376 1.091 -0.867 1.10
H -0.439 -0.743 -2.305 0.17
C -1.064 4.754 -2.709 -0.22
P -0.095 2.325 -1.518 1.06
C -1.062 3.665 -5.259 -0.24
C 3.724 0.522 -1.956 -0.28
H -0.312 1.889 -4.334 0.21
H -1.849 5.558 -5.908 0.21
H 5.245 0.406 -0.439 0.22
C -0.636 2.914 -4.178 -0.15
C -0.364 -1.157 -1.301 -0.66
H 2.187 4.272 -2.214 0.19
C 5.952 -0.334 -2.317 -0.20
C 0.721 4.348 0.353 -0.25
N 1.597 2.246 -1.871 -1.08
C -0.250 3.439 -0.068 -0.29
C 3.250 2.119 0.374 -0.38
C 4.270 3.030 0.084 -0.22
Cl 0.863 -2.504 -1.398 -0.15
H -1.066 5.192 -1.718 0.22
C -1.504 4.970 -5.066 -0.22
C 2.307 3.271 -2.632 -0.42
C 5.648 -0.596 -3.644 -0.22
H 1.648 4.448 -0.195 0.21
H 1.319 5.775 1.833 0.21
C 4.759 3.880 1.061 -0.22
C 3.421 0.232 -3.286 -0.21
Pd 0.287 0.263 0.141 0.30
H 5.544 4.586 0.820 0.20
H 3.371 3.038 -2.660 0.21
H -1.856 6.521 -3.628 0.21
C 3.250 2.907 2.658 -0.15
H 2.426 0.440 -3.662 0.22
C 0.544 5.094 1.508 -0.21
H 4.125 -0.528 -5.159 0.21
C -0.614 4.943 2.262 -0.21
H 4.622 4.487 3.120 0.21
C -1.585 4.039 1.859 -0.20
H 1.986 1.337 1.934 0.25
Ge -1.184 -0.382 2.321 0.82
H -1.063 3.230 -6.251 0.21
Cl -2.287 -2.044 3.387 -0.54
C -1.400 3.292 0.705 -0.22
H 2.840 2.844 3.658 0.22
Cl 0.933 -1.359 2.437 -0.56
H -1.298 -1.627 -0.997 0.19
H 6.936 -0.563 -1.928 0.21
H 6.395 -1.027 -4.299 0.21